The following is a DFT calculation (the ωB97M-V functional and the def2-TZVPD basis) of a 10-piece molecular cluster, C50H55F6N3O4 overall.

Each line ends with the Löwdin charge.
Positions of all 118 atoms, in Å:
C: -7.286 -4.349 -1.186  -0.082
C: -6.048 -3.683 -0.697  -0.191
O: -5.343 -3.242 -1.887  0.015
C: -4.413 -4.054 -2.419  -0.329
O: -3.958 -5.040 -1.844  0.125
C: -3.697 -3.499 -3.711  -0.541
F: -2.412 -3.271 -3.494  0.193
F: -3.764 -4.388 -4.630  0.210
F: -4.443 -2.406 -4.188  0.098
H: -8.022 -4.763 -0.497  0.080
H: -7.097 -5.304 -1.676  0.082
H: -7.930 -3.719 -1.799  0.086
H: -5.424 -4.263 -0.018  0.125
H: -6.354 -2.811 -0.120  0.124
C: -7.122 3.152 -3.234  -0.077
C: -6.895 4.230 -2.255  -0.204
O: -6.553 3.748 -0.905  0.035
C: -7.447 3.454 0.051  -0.318
O: -8.684 3.710 0.032  0.107
C: -6.808 2.894 1.314  -0.501
F: -5.572 3.395 1.506  0.149
F: -7.487 3.209 2.425  0.166
F: -6.662 1.521 1.244  0.124
H: -8.123 2.737 -3.115  0.089
H: -6.257 2.489 -3.209  0.094
H: -7.064 3.697 -4.176  0.087
H: -7.735 4.925 -2.263  0.127
H: -6.073 4.767 -2.728  0.122
C: -0.524 6.170 -1.999  -0.103
C: 0.641 5.422 -2.361  -0.124
C: 0.707 5.294 -3.715  -0.154
N: -0.381 5.921 -4.208  -0.017
C: -1.198 6.397 -3.180  -0.126
H: -0.842 6.394 -0.992  0.087
H: 1.255 4.962 -1.600  0.088
H: 1.330 4.700 -4.367  0.109
H: -0.622 5.919 -5.188  0.143
H: -2.141 6.826 -3.486  0.098
C: -0.538 0.689 -0.656  -0.072
C: -0.078 -0.635 -0.544  -0.164
C: -0.144 -1.081 0.719  -0.174
N: -0.686 -0.105 1.477  0.003
C: -1.006 0.964 0.697  -0.115
H: -0.607 1.308 -1.539  0.081
H: 0.355 -1.141 -1.394  0.091
H: 0.358 -1.934 1.152  0.109
H: -0.892 -0.128 2.465  0.142
H: -1.506 1.867 1.014  0.095
C: -2.611 -0.835 5.506  -0.133
C: -2.044 0.462 5.661  -0.090
C: -0.717 0.235 6.061  -0.137
N: -0.534 -1.112 6.197  0.010
C: -1.725 -1.701 5.955  -0.194
H: -3.596 -0.931 5.074  0.099
H: -2.474 1.436 5.481  0.087
H: 0.052 0.915 6.394  0.101
H: 0.262 -1.531 6.657  0.151
H: -1.809 -2.777 5.970  0.112
C: 3.291 0.491 -6.075  -0.105
C: 3.965 1.701 -6.121  -0.101
C: 4.810 2.009 -5.054  -0.105
C: 4.869 1.210 -3.941  -0.117
C: 4.259 -0.023 -3.910  -0.087
C: 3.454 -0.415 -5.010  -0.068
H: 2.762 0.245 -6.983  0.095
H: 3.770 2.310 -6.991  0.098
H: 5.545 2.760 -5.304  0.100
H: 5.559 1.426 -3.139  0.101
H: 4.444 -0.662 -3.060  0.097
H: 2.992 -1.387 -5.096  0.093
C: 1.351 -7.501 -4.453  -0.089
C: 2.476 -6.882 -5.039  -0.090
C: 3.143 -5.891 -4.360  -0.118
C: 2.794 -5.373 -3.135  -0.114
C: 1.724 -5.944 -2.589  -0.100
C: 0.954 -6.950 -3.274  -0.087
H: 0.732 -8.270 -4.891  0.101
H: 2.969 -7.251 -5.927  0.097
H: 4.108 -5.637 -4.772  0.099
H: 3.341 -4.676 -2.517  0.108
H: 1.429 -5.649 -1.593  0.099
H: 0.180 -7.402 -2.672  0.096
C: 5.860 3.728 2.809  -0.084
C: 5.808 2.940 3.976  -0.105
C: 4.993 1.842 4.042  -0.100
C: 4.266 1.457 2.895  -0.086
C: 4.311 2.273 1.785  -0.122
C: 5.075 3.421 1.700  -0.089
H: 6.488 4.606 2.774  0.095
H: 6.395 3.148 4.858  0.098
H: 5.007 1.202 4.912  0.095
H: 3.703 0.551 2.731  0.097
H: 3.648 2.014 0.973  0.100
H: 5.064 3.946 0.756  0.101
C: 0.713 4.881 6.600  -0.097
C: -0.546 4.992 7.228  -0.091
C: -1.685 5.341 6.496  -0.096
C: -1.556 5.673 5.130  -0.077
C: -0.296 5.460 4.531  -0.102
C: 0.788 4.997 5.231  -0.113
H: 1.519 4.432 7.161  0.096
H: -0.529 4.730 8.275  0.093
H: -2.688 5.283 6.892  0.094
H: -2.456 6.053 4.670  0.095
H: -0.246 5.698 3.479  0.096
H: 1.666 4.743 4.655  0.102
C: 6.370 -4.918 0.632  -0.094
C: 6.511 -6.275 0.245  -0.090
C: 5.680 -7.245 0.754  -0.100
C: 4.623 -6.840 1.566  -0.097
C: 4.522 -5.522 1.997  -0.098
C: 5.418 -4.561 1.540  -0.111
H: 7.033 -4.192 0.184  0.098
H: 7.345 -6.649 -0.330  0.097
H: 5.710 -8.290 0.482  0.101
H: 3.867 -7.507 1.953  0.097
H: 3.778 -5.227 2.723  0.096
H: 5.310 -3.525 1.828  0.100

## Properties
SMILES: CCOC(=O)C(F)(F)F.CCOC(=O)C(F)(F)F.c1cc[nH]c1.c1cc[nH]c1.c1cc[nH]c1.c1ccccc1.c1ccccc1.c1ccccc1.c1ccccc1.c1ccccc1
E_LUMO (eV): 0.29
DFT total energy (Ha): -3002.526575
Gap between HOMO and LUMO (eV): 8.15
Total charge: 0